# 1
# C12H21CrIN2O13P3

A structure of composition C12H21CrIN2O13P3 (wB97M-V/def2-TZVPD, OMol25).

Values from the calculation:
HOMO energy (spin up / spin down)	-9.2 / -9.0	eV
E	-106779.6400	eV
2S+1	2

Geometry as XYZ:
```
53
Properties=species:S:1:pos:R:3:forces:R:3
Cr 0.2201 -0.7649 -0.3372 -0.58 -0.06 1.11
O -0.9156 -3.9918 1.6662 -0.14 -0.25 0.14
C -0.3215 -3.1140 1.1203 -0.08 0.66 -0.73
O -0.7768 -2.3694 0.1108 -0.34 -0.24 0.51
C 1.1285 -2.6900 1.4693 -0.21 0.34 -0.35
O 1.8082 -3.2291 2.2872 0.18 -0.02 0.17
O 1.5066 -1.6528 0.7167 -0.24 0.18 -0.41
N -4.3119 0.9661 0.5200 0.37 0.07 -0.14
C -3.0032 1.3341 -0.1753 0.10 0.13 -0.10
C -3.1390 2.7000 -0.8562 -0.09 -0.15 0.08
P -1.7766 1.3418 1.2202 -0.04 -0.01 0.49
O -0.9632 2.6757 0.9081 -0.07 -0.14 0.12
O -2.6447 1.4329 2.4387 0.16 0.01 -0.26
O -0.8372 0.1431 1.1583 -0.09 0.05 -0.28
P -2.6252 0.0278 -1.4138 -0.15 -0.13 -0.12
O -3.0973 -1.2689 -0.6032 0.19 -0.16 0.05
O -3.4463 0.2253 -2.6154 0.09 0.07 0.07
O -1.0867 0.0362 -1.5537 0.20 -0.36 0.36
H -4.1086 1.1494 1.5347 0.03 0.07 0.11
H -4.5027 -0.0293 0.3942 0.03 -0.14 -0.03
H -5.0905 1.5136 0.1729 -0.11 0.08 -0.09
H -3.3771 3.4876 -0.1387 0.02 -0.04 0.02
H -3.9011 2.6465 -1.6353 -0.01 -0.02 0.02
H -2.1968 2.9623 -1.3338 -0.02 -0.04 0.03
H -0.1285 2.6862 1.4408 -0.12 0.06 -0.15
H -2.3831 -1.8089 -0.1642 0.02 0.18 -0.10
I 3.5704 -0.8052 -1.7355 0.07 -0.05 -0.11
C 2.0282 -1.9386 -2.5514 -0.34 0.06 0.18
C 2.3247 -2.7479 -3.6355 0.10 0.02 0.02
C 1.3090 -3.4860 -4.2096 0.07 -0.11 -0.15
C 0.0335 -3.3846 -3.6889 -0.09 -0.09 -0.06
C -0.1786 -2.5622 -2.6073 0.13 0.16 0.12
N 0.7990 -1.8407 -2.0225 0.73 -0.09 -0.79
H 3.3350 -2.7815 -4.0128 0.01 -0.02 -0.01
H 1.5112 -4.1309 -5.0572 0.01 0.06 0.06
H -0.7966 -3.9370 -4.1076 0.03 0.04 0.03
H -1.1617 -2.4712 -2.1819 -0.06 0.03 0.08
C 0.7301 2.4006 3.8252 0.12 -0.08 0.00
O 1.1726 2.3338 2.4507 -0.02 -0.04 0.01
P 1.7940 0.8758 1.9659 0.34 0.12 -0.10
O 1.5626 1.1159 0.3051 0.18 -0.28 0.60
C 2.0453 2.3177 -0.3205 -0.10 -0.10 -0.17
O 3.3642 1.3000 2.1286 -0.06 -0.05 -0.15
C 4.3501 0.2567 2.0329 -0.12 -0.03 0.06
H 1.4233 3.0189 4.3902 0.04 0.02 -0.02
H 0.6875 1.4023 4.2688 0.00 0.03 -0.06
H -0.2671 2.8330 3.8517 -0.03 0.02 -0.08
H 2.4596 2.0479 -1.2889 0.00 -0.01 -0.01
H 2.8158 2.7738 0.2925 0.08 0.05 0.05
H 1.2154 3.0053 -0.4590 -0.06 0.05 0.00
H 4.7623 0.2193 1.0243 -0.06 0.03 -0.02
H 3.9307 -0.7225 2.2827 -0.03 0.07 -0.03
H 5.1496 0.4980 2.7280 -0.01 0.03 0.05
```
Forces are in eV/Å.

How positive or negative is each atom? The Mulliken charges in e answer that: 0.332, -0.626, 0.393, -0.521, 0.596, -0.589, -0.447, -0.106, 0.353, -1.942, 0.907, -0.590, -0.968, -0.285, 1.186, -0.716, -0.778, -0.525, 0.433, 0.329, 0.343, 0.471, 0.516, 0.349, 0.468, 0.552, 0.078, 0.192, -0.561, -0.185, -1.114, 0.037, 0.763, 0.415, 0.397, 0.458, 0.377, -0.908, -0.571, 0.583, 0.410, -0.954, -0.491, -0.597, 0.250, 0.420, 0.312, 0.359, 0.266, 0.212, 0.115, 0.318, 0.287

# 2
# C31H48Cl3InN4O4Si

A structure of composition C31H48Cl3InN4O4Si (wB97M-V/def2-TZVPD, OMol25).

Values from the calculation:
HOMO energy	-7.8	eV
E	-97700.3858	eV
2S+1	1

Geometry as XYZ:
```
92
Properties=species:S:1:pos:R:3:forces:R:3
C -1.6481 3.7027 -2.1047 -0.19 -0.07 -0.31
C -0.7876 4.0573 -0.9359 0.09 0.65 0.94
H -2.4755 4.4086 -2.2278 0.13 -0.27 -0.10
H -2.0560 2.6831 -2.0023 0.14 0.33 0.00
H -1.0474 3.7144 -3.0288 -0.16 -0.02 0.21
C -0.9416 5.1544 -0.1713 0.19 -0.58 -0.55
C -1.9856 6.2043 -0.3483 -0.34 0.40 0.02
H -0.2496 5.3280 0.6529 -0.06 -0.11 -0.15
H -2.7302 5.9435 -1.1071 0.15 0.11 0.19
H -1.5530 7.1774 -0.6269 -0.03 -0.23 0.04
H -2.5173 6.3694 0.5984 0.02 0.00 -0.13
In -0.4510 -0.1283 -0.8094 0.36 1.69 1.46
Cl 1.0406 0.1986 -2.6511 -0.03 -0.34 -0.05
Cl -2.6746 -0.3272 -1.7408 0.29 -0.17 0.08
H 0.8512 -5.7540 -0.1642 -0.11 0.16 0.04
H 0.8003 -5.9183 -2.6864 -0.10 0.16 -0.01
C -0.0008 -5.0638 -0.1859 -0.10 -0.06 -0.18
C -0.0796 -5.2654 -2.6589 0.09 0.21 -0.03
N -0.0304 -4.3970 -1.4891 -0.01 -0.27 0.07
H 0.0898 -4.3205 0.6080 -0.02 -0.11 -0.18
C -0.0716 -3.0767 -1.5909 -0.15 1.16 1.39
O -0.1057 -2.3291 -0.5622 -0.04 -0.87 -1.67
H -0.0973 -4.6347 -3.5504 -0.01 -0.22 0.03
H -0.0704 -2.6419 -2.6082 -0.03 -0.25 0.36
H -0.9206 -5.6529 -0.0575 0.20 0.21 0.02
H -0.9736 -5.9002 -2.6351 0.10 0.21 0.02
H -3.1608 2.2775 0.2833 0.03 -0.34 0.16
H -1.8140 3.4717 2.3787 -0.17 -0.32 0.06
C -3.4800 1.5424 1.0397 0.02 0.23 -0.19
C -2.3686 2.6879 2.9225 0.02 0.00 0.08
N -2.5053 1.4832 2.1200 0.35 -0.46 0.30
H -3.5995 0.5614 0.5714 0.12 0.30 0.16
C -1.6210 0.4828 2.2521 -0.12 -0.11 -1.42
O -1.4714 -0.4567 1.4291 -0.18 0.88 0.87
H -1.8358 2.4376 3.8472 -0.11 0.18 -0.14
H -1.0010 0.5506 3.1685 -0.16 -0.04 -0.32
H -4.4331 1.8869 1.4645 0.17 -0.17 -0.06
H -3.3664 3.0758 3.1615 0.23 -0.11 0.06
O -0.4618 1.9084 -0.0533 -0.44 -1.51 0.29
C 0.2295 2.9828 -0.5866 0.77 -0.22 -0.35
C 1.2571 3.4279 1.7166 0.33 0.07 0.12
C 1.3752 3.4766 0.3289 -0.36 -0.09 -0.36
H 0.3718 2.9631 2.1519 0.23 0.12 -0.13
C 2.2686 3.9512 2.5333 -0.08 -0.16 -0.22
H 0.6986 2.6656 -1.5362 0.15 0.28 0.10
C 2.5332 4.0206 -0.2384 -0.11 0.03 0.18
H 2.1589 3.9063 3.6187 0.07 0.05 -0.27
C 3.4142 4.5135 1.9622 -0.06 -0.07 -0.11
C 3.5473 4.5427 0.5687 -0.15 -0.12 0.03
H 2.6157 4.0305 -1.3290 0.07 0.05 0.34
H 4.2063 4.9160 2.5981 -0.25 -0.10 -0.18
H 4.4433 4.9670 0.1080 -0.27 -0.12 0.17
Si -5.4522 -1.7575 -4.4854 -0.05 -0.03 -0.16
Cl -5.7260 0.3139 -4.4745 -0.22 -0.11 -0.14
C -6.1244 -2.3657 -2.8499 0.13 0.01 0.01
C -3.6143 -1.9481 -4.7291 0.02 -0.12 0.18
C -6.4031 -2.5653 -5.9030 -0.06 0.14 -0.01
H -5.6572 -1.8057 -2.0296 -0.09 -0.16 -0.13
H -5.9113 -3.4351 -2.7189 -0.05 0.18 0.03
H -7.2122 -2.2190 -2.8022 0.26 -0.02 -0.02
H -7.4883 -2.4501 -5.7903 0.19 0.04 0.04
H -6.1983 -3.6442 -5.9547 0.05 0.21 0.12
H -6.1271 -2.1363 -6.8729 0.01 -0.02 0.16
H -3.0778 -1.4378 -3.9143 -0.16 -0.21 -0.34
H -3.3209 -1.4905 -5.6830 -0.05 -0.15 0.18
H -3.3361 -3.0111 -4.7341 0.03 0.17 -0.06
C 4.3311 -2.8662 3.6118 0.07 -0.16 0.36
N 3.1191 -2.4783 2.9232 0.70 -1.25 1.11
N 3.0930 -1.4627 2.0388 -0.70 1.04 -1.02
C 1.7709 -1.2141 1.6466 0.14 0.40 -0.44
O 1.4821 -0.3337 0.8031 -0.10 -0.70 0.39
C 1.0067 -2.1668 2.3995 -0.36 0.05 -0.03
C 1.8635 -2.9111 3.1626 0.22 0.55 -0.55
C 1.6012 -4.0233 4.0997 -0.39 -0.37 0.35
C 4.2639 -0.7933 1.6110 0.41 0.40 -0.32
C 5.3599 -1.5244 1.1431 -0.01 0.17 0.04
C 6.5436 -0.8603 0.8247 -0.23 0.34 0.07
C 6.6032 0.5371 0.9218 -0.15 -0.19 0.11
C 5.4788 1.2703 1.3278 0.11 -0.42 -0.21
C 4.2979 0.6062 1.6551 0.10 -0.29 0.13
H 5.0272 -3.3718 2.9338 -0.07 0.16 0.28
H 4.0546 -3.5711 4.4045 0.04 0.23 -0.25
H 4.8231 -2.0006 4.0823 -0.14 -0.25 -0.27
H -0.0642 -2.2478 2.3702 -0.07 0.02 -0.12
H 2.1120 -4.9475 3.8010 -0.03 0.22 0.06
H 1.9066 -3.7703 5.1228 -0.06 -0.09 -0.18
H 0.5261 -4.2295 4.1123 0.21 0.05 0.03
H 5.2771 -2.6068 1.0348 0.08 0.35 -0.02
H 7.4111 -1.4355 0.5020 -0.21 0.21 0.02
H 7.5316 1.0524 0.6741 -0.26 -0.11 0.07
H 5.5178 2.3558 1.3890 -0.04 -0.23 -0.06
H 3.3962 1.1414 1.9488 0.25 0.00 -0.04
```
Forces are in eV/Å.

How positive or negative is each atom? The Mulliken charges in e answer that: -1.365, 0.362, 0.403, 0.046, 0.280, 0.155, -1.492, 0.358, 0.352, 0.273, 0.298, 1.833, -0.548, -0.669, 0.317, 0.321, -0.692, -0.898, 0.238, 0.027, 0.407, -0.881, 0.283, 0.217, 0.324, 0.325, 0.172, 0.164, -0.840, -0.801, 0.343, 0.231, 0.060, -0.702, 0.310, 0.283, 0.409, 0.329, -0.626, -0.089, 0.408, -0.051, -0.064, -0.611, 0.475, -0.228, 0.382, -0.512, -0.775, 0.433, 0.371, 0.384, 0.541, -0.343, -0.782, -0.303, -0.970, 0.146, 0.311, 0.268, 0.267, 0.321, 0.269, -0.216, 0.282, 0.272, -0.972, 0.087, 0.601, 0.374, -0.339, -0.823, 0.303, -1.985, -0.101, -0.106, -0.789, -0.466, -0.446, -0.093, 0.304, 0.401, 0.324, 0.818, 0.389, 0.426, 0.387, 0.598, 0.362, 0.398, 0.310, 0.245

# 3
# C20H60B2Ca2F10KO10

A structure of composition C20H60B2Ca2F10KO10 (wB97M-V/def2-TZVPD, OMol25).

Values from the calculation:
net charge	+1
HOMO energy	-11.6	eV
E	-123932.5334	eV
2S+1	1

Geometry as XYZ:
```
105
Properties=species:S:1:pos:R:3:forces:R:3
K 2.3868 1.2569 4.6197 -0.23 0.56 -0.40
Ca 0.6453 0.5141 0.1341 0.56 -0.43 0.54
Ca 2.4974 -2.2058 2.0864 -1.64 1.47 -1.91
B -0.5019 0.8175 -2.3965 -0.89 -1.61 -3.07
F 0.6816 1.0407 -3.0279 1.58 -0.16 -0.13
F -0.6338 1.7052 -1.4007 -0.53 1.78 2.33
F -1.5154 0.8464 -3.3098 -1.27 0.63 -0.56
F -0.5858 -0.4755 -1.8385 0.91 -0.79 1.22
B 3.3835 3.8077 2.6059 1.00 3.31 -0.22
F 3.3025 5.1306 2.0796 -0.85 -1.01 0.14
F 2.1422 3.2214 2.8969 -0.92 -0.51 -0.17
F 4.0903 3.0725 1.6818 0.29 -1.40 -0.67
F 4.0582 3.9143 3.7900 0.56 -0.80 1.27
F 1.7675 -1.5811 -0.0674 0.29 -0.16 0.96
F 1.4524 -0.1539 2.3371 0.84 -0.68 0.54
C 6.2755 -0.9868 -0.3860 -0.03 0.69 0.13
C 5.4707 -0.9314 0.9153 2.34 0.82 -0.97
O 4.4820 -1.8560 0.8992 -2.87 -2.90 0.50
H 6.6807 -1.9329 -0.7450 0.05 -0.31 0.88
H 7.0859 -0.2898 -0.1725 0.16 0.12 -0.76
H 5.6458 -0.6991 -1.2278 0.10 0.55 0.06
H 4.9205 0.0084 0.9607 1.00 0.73 0.56
H 6.1452 -1.2135 1.7237 -0.16 0.72 0.38
H 4.0944 -1.7520 0.0271 -0.56 -0.46 -0.77
C -3.6341 0.0529 1.8523 -0.34 1.90 -0.58
C -2.5999 0.6027 0.7867 -1.02 -1.51 1.07
O -1.3961 -0.1652 0.9890 0.04 0.39 -0.04
H -4.6299 0.2574 1.4589 -0.12 -0.38 -0.24
H -3.6968 0.5801 2.8042 0.72 -0.03 0.13
H -3.5293 -1.0159 2.0390 0.10 0.06 -0.25
H -2.3059 1.6523 0.7813 -0.42 -0.03 0.38
H -3.0629 0.3594 -0.1696 0.42 0.14 -0.24
H -1.7113 -1.0351 1.2449 0.29 -0.49 -0.06
C -1.1393 -4.5657 -0.3868 0.70 0.64 0.33
C -2.0961 -3.4262 -0.1835 -2.54 -1.95 -0.74
O -2.1181 -3.0543 1.1921 0.82 1.39 0.91
H -0.1790 -4.0543 -0.3202 0.61 -0.60 -0.59
H -1.3228 -5.1251 -1.3041 0.31 0.34 -0.09
H -1.1582 -5.2646 0.4495 -0.33 -0.05 0.04
H -3.1086 -3.7943 -0.3491 -0.19 -0.16 -0.34
H -2.0440 -2.6326 -0.9289 0.76 0.54 0.66
H -2.8221 -3.5180 1.6514 -0.09 -0.06 -0.21
C -6.2431 2.5944 -3.2518 1.52 -1.14 0.74
C -5.4995 1.4472 -2.5078 -0.50 -0.97 -1.31
O -4.2903 1.8711 -1.9302 0.23 0.57 0.61
H -7.0298 2.2599 -3.9280 -0.50 -0.11 0.76
H -5.5248 3.0225 -3.9508 0.14 0.56 0.44
H -6.4933 3.2039 -2.3834 -0.58 0.83 -0.87
H -5.2962 0.6196 -3.1875 0.07 -0.07 -0.32
H -6.1227 0.9895 -1.7396 -0.26 0.28 0.24
H -3.5468 1.3566 -2.2528 0.04 0.04 -0.38
C 2.3162 -3.0827 -3.6960 -0.24 -1.68 -1.75
C 3.2776 -2.0127 -3.3809 -0.05 1.49 -1.66
O 3.6442 -2.1015 -2.0731 1.27 -0.02 2.72
H 1.4513 -3.1208 -3.0337 0.01 0.20 -0.08
H 2.7864 -4.0653 -3.7343 0.33 -0.16 0.91
H 2.0208 -3.0986 -4.7451 -0.61 0.80 -0.07
H 2.8579 -1.0206 -3.5472 -0.57 0.19 -0.21
H 4.1762 -1.9507 -3.9948 0.09 -0.73 -0.12
H 2.8614 -1.8735 -1.5663 -0.51 -0.08 0.51
C 0.9273 5.2133 -0.1585 1.86 1.62 0.72
C 0.0654 4.0829 0.1579 -2.44 -0.07 -1.99
O 0.6387 2.9337 0.6539 1.16 -0.87 1.34
H 0.3195 5.9868 -0.6279 0.21 -0.15 -0.46
H 1.8138 4.9119 -0.7165 -0.35 0.15 -0.58
H 1.3847 5.7157 0.6938 -0.19 -0.11 0.46
H -0.2780 3.7430 -0.8191 -1.00 0.35 0.21
H -0.7354 4.3895 0.8308 -0.44 0.08 -0.23
H 1.1714 3.3007 1.3633 0.56 -0.83 0.70
C 3.1268 2.7518 -1.8462 -0.10 -0.24 -0.86
C 3.3611 1.3592 -1.2412 0.62 2.11 -0.11
O 2.7869 1.3905 0.0598 -0.18 -1.76 0.04
H 3.7234 3.5766 -1.4564 0.41 -0.40 0.36
H 2.0976 3.0794 -1.6996 -0.10 -0.41 -0.19
H 3.3187 2.6994 -2.9179 -0.07 0.14 -0.10
H 4.4334 1.1936 -1.1366 0.08 -0.26 -0.19
H 2.9336 0.5787 -1.8708 -0.24 -0.03 0.32
H 3.2813 2.0044 0.6078 0.21 0.54 0.33
C -1.4987 -2.5393 -4.3677 0.84 -0.07 0.52
C -2.9106 -2.9092 -4.8012 0.94 0.70 0.40
O -3.5426 -3.6110 -3.7141 -0.13 0.13 -0.63
H -1.4025 -2.2629 -3.3178 -0.68 0.30 0.09
H -1.0429 -1.7045 -4.9001 -0.21 -0.07 -0.33
H -0.7975 -3.3732 -4.4022 -0.12 -0.30 -0.52
H -2.8477 -3.4657 -5.7363 -0.30 -0.57 0.23
H -3.4488 -1.9986 -5.0647 -0.22 0.07 0.25
H -4.3408 -3.1168 -3.5137 -0.10 -0.19 0.06
C -1.7706 2.5820 4.1932 -0.58 0.64 0.33
C -2.1045 3.2392 5.5998 0.96 -1.20 -2.42
O -1.2766 2.6536 6.5883 0.03 -0.12 0.03
H -1.7830 1.4931 4.1462 -0.02 -0.05 0.45
H -0.8740 2.9307 3.6807 0.42 0.11 0.55
H -2.5481 2.9155 3.5060 -0.29 -0.02 0.00
H -3.1647 3.0349 5.7493 0.01 0.30 0.41
H -1.8721 4.2926 5.4433 -0.36 0.20 0.47
H -1.6298 2.8599 7.4568 0.01 0.09 0.08
C -0.3354 -4.3154 4.3671 -0.53 -0.58 0.55
C -0.0543 -2.9112 3.9156 -0.55 -0.23 -0.92
O 0.2601 -2.9318 2.5145 1.14 0.00 0.44
H -0.6152 -4.3927 5.4177 0.96 0.11 0.39
H 0.4500 -4.9926 4.0312 0.11 -0.06 0.52
H -1.2665 -4.7405 3.9922 -0.07 0.40 -0.91
H 0.8204 -2.4291 4.3521 -0.17 -0.02 0.73
H -0.9510 -2.3001 4.0184 0.25 0.39 0.44
H -0.5850 -3.0681 2.0802 -0.64 -0.14 -1.16
```
Forces are in eV/Å.

Atomic partial charges in e from the Mulliken method, atoms 1 to 99: 1.009, 0.990, 1.417, -0.126, -0.261, 0.099, -0.372, 0.031, 0.160, -0.370, -0.561, -0.240, -0.345, -0.530, -0.941, -1.040, 0.075, -0.629, 0.326, 0.373, 0.181, -0.063, 0.377, 0.484, -1.295, 0.107, 0.809, 0.412, 0.227, 0.224, 0.372, 0.024, -0.673, -1.101, 0.257, -0.543, 0.093, 0.404, 0.294, 0.435, -0.178, 0.294, -1.049, -0.211, -0.429, 0.367, 0.277, 0.259, 0.211, 0.289, 0.208, -1.001, -0.131, -0.382, 0.077, 0.381, 0.432, 0.110, 0.412, -0.103, -1.315, -0.446, 0.924, 0.430, 0.148, 0.386, 0.181, 0.405, -0.316, -1.521, 0.352, 0.477, 0.434, 0.014, 0.532, 0.122, 0.158, -0.010, -0.447, -0.519, -0.485, -0.175, 0.379, 0.335, 0.259, 0.332, 0.283, -0.599, -0.457, -0.510, 0.214, 0.088, 0.365, 0.335, 0.292, 0.296, -1.251, 0.050, -0.063

# 4
# CH4N2S

A structure of composition CH4N2S (wB97M-V/def2-TZVPD, OMol25).

Values from the calculation:
HOMO energy	-8.6	eV
E	-14913.8088	eV
2S+1	1

Geometry as XYZ:
```
8
Properties=species:S:1:pos:R:3:forces:R:3
C 0.4149 1.6828 -0.7661 2.40 0.41 -1.86
N -0.2569 0.8743 -0.1087 -0.40 -2.52 -0.70
N -0.5033 -1.9263 0.9736 1.28 -0.31 -3.69
S -0.0002 -1.3911 -0.6271 -0.13 1.92 3.40
H 0.0550 2.7253 -0.9371 0.18 -0.45 0.78
H 1.4501 1.5019 -1.3265 -2.14 -0.06 0.88
H -1.3355 -1.4217 1.0850 -1.18 0.44 1.26
H 0.1759 -2.0451 1.7069 -0.01 0.57 -0.06
```
Forces are in eV/Å.

How positive or negative is each atom? The natural (NBO) charges in e answer that: -0.139, -0.409, -0.941, 0.355, 0.187, 0.169, 0.389, 0.390